9 unconnected molecules or ions with the total composition C34H94N8O10. Source: OMol25; level of theory: ωB97M-V/def2-TZVPD.

Properties
Largest force on an atom: 3.92 eV Å⁻¹
Frontier orbital gap (spin up / spin down): 0.051 / 0.329 Eh
E_HOMO (spin up / spin down): 0.6 / -7.0 eV
2S+1: 2
Molecular weight: 775.2 g mol⁻¹
Total charge: -1
Energy above the lowest of the compared OMol25 structures with the same formula, charge and spin: 81.7 kcal per mole

Cartesian coordinates (Å):
C1 12.869 7.283 -26.691
C2 12.162 6.000 -27.308
O1 11.494 6.385 -28.523
O2 14.103 7.681 -27.373
H1 13.091 7.101 -25.640
H2 12.107 8.041 -26.870
H3 11.816 5.298 -26.549
H4 12.903 5.255 -27.599
H5 12.023 7.019 -29.013
H6 14.577 8.299 -26.812
C3 17.386 10.861 -18.769
C4 18.378 11.801 -18.265
C5 18.729 11.536 -16.763
O3 17.805 12.316 -15.964
C6 18.018 12.216 -14.593
N1 19.551 11.619 -19.149
H7 16.582 10.641 -18.067
H8 17.621 9.827 -19.021
H9 16.865 11.364 -19.584
H10 18.113 12.850 -18.402
H11 19.750 11.797 -16.484
H12 18.762 10.460 -16.587
H13 17.200 12.856 -14.262
H14 18.938 12.674 -14.229
H15 17.990 11.196 -14.209
H16 20.169 12.286 -18.708
H17 19.382 12.118 -20.011
C7 22.312 9.970 -21.311
C8 23.736 9.736 -21.816
C9 23.897 8.889 -23.118
O4 25.196 9.025 -23.723
C10 26.263 8.655 -22.923
N2 24.378 11.005 -22.073
H18 22.144 8.982 -20.882
H19 21.659 10.287 -22.124
H20 22.291 10.727 -20.526
H21 24.200 9.205 -20.986
H22 23.205 9.200 -23.900
H23 23.602 7.877 -22.842
H24 27.109 8.398 -23.561
H25 25.906 7.836 -22.300
H26 26.721 9.473 -22.366
H27 23.745 11.591 -22.598
H28 25.191 10.763 -22.621
C11 17.904 8.205 -26.706
C12 17.174 8.822 -25.513
C13 18.033 9.995 -24.886
O5 17.888 10.049 -23.551
C14 18.696 11.051 -22.900
N3 15.886 9.352 -26.002
H29 18.834 7.705 -26.434
H30 18.040 9.035 -27.399
H31 17.176 7.635 -27.283
H32 17.170 8.119 -24.680
H33 17.972 10.940 -25.424
H34 19.069 9.659 -24.939
H35 18.120 11.682 -22.223
H36 19.371 11.671 -23.491
H37 19.422 10.441 -22.363
H38 16.152 10.180 -26.515
H39 15.358 9.611 -25.180
C15 16.620 1.980 -32.505
C16 16.890 1.788 -31.043
C17 16.186 2.923 -30.208
O6 16.603 4.197 -30.582
C18 15.937 5.197 -29.798
N4 16.400 0.500 -30.647
H40 15.535 2.063 -32.573
H41 17.039 1.165 -33.095
H42 17.068 2.904 -32.870
H43 17.934 1.882 -30.745
H44 16.260 2.798 -29.128
H45 15.132 2.951 -30.487
H46 16.098 6.184 -30.231
H47 16.400 5.289 -28.816
H48 14.880 4.945 -29.707
H49 16.823 -0.368 -30.943
H50 15.401 0.493 -30.797
C19 13.691 11.035 -23.180
C20 13.804 12.468 -23.669
C21 15.250 13.059 -23.881
O7 15.177 14.544 -24.030
C22 16.465 15.082 -24.371
N5 12.981 12.619 -24.854
H51 14.072 11.064 -22.160
H52 14.342 10.296 -23.646
H53 12.650 10.714 -23.152
H54 13.353 13.173 -22.971
H55 15.613 12.546 -24.772
H56 15.944 12.818 -23.075
H57 16.640 15.110 -25.447
H58 17.263 14.536 -23.868
H59 16.527 16.131 -24.079
H60 13.069 13.550 -25.237
H61 12.064 12.567 -24.434
C23 19.848 12.029 -29.115
C24 20.933 11.127 -29.570
C25 22.374 11.287 -29.044
O8 22.519 11.277 -27.617
C26 22.029 10.182 -26.829
N6 20.309 9.761 -29.393
H62 18.880 11.665 -29.460
H63 19.938 12.987 -29.625
H64 19.793 12.054 -28.026
H65 20.925 11.366 -30.634
H66 22.833 12.142 -29.540
H67 23.018 10.516 -29.467
H68 22.455 10.124 -25.827
H69 22.480 9.267 -27.213
H70 20.944 10.086 -26.802
H71 20.852 8.975 -29.722
H72 20.128 9.490 -28.438
C27 18.817 4.126 -27.523
C28 19.777 3.455 -28.527
C29 19.831 1.810 -28.421
O9 20.674 1.126 -29.365
C30 20.229 0.008 -30.062
N7 19.463 4.028 -29.855
H73 19.016 5.198 -27.537
H74 18.945 3.654 -26.549
H75 17.779 4.000 -27.830
H76 20.826 3.700 -28.363
H77 18.804 1.567 -28.694
H78 20.038 1.359 -27.451
H79 20.998 -0.647 -30.473
H80 19.757 0.334 -30.989
H81 19.528 -0.584 -29.473
H82 18.469 4.201 -29.911
H83 19.715 3.293 -30.500
C31 15.006 10.887 -29.486
C32 14.338 12.117 -28.860
C33 12.836 11.869 -28.615
O10 12.231 12.900 -27.919
C34 10.892 12.465 -27.663
N8 14.894 12.581 -27.648
H84 14.511 10.683 -30.435
H85 14.959 10.006 -28.846
H86 16.075 11.045 -29.630
H87 14.388 13.003 -29.493
H88 12.714 10.927 -28.080
H89 12.455 11.862 -29.637
H90 10.401 11.944 -28.485
H91 10.398 13.371 -27.313
H92 10.773 11.734 -26.863
H93 14.652 13.540 -27.443
H94 14.486 12.167 -26.822

---

14 unconnected molecules or ions with the total composition C34H96O22. Source: OMol25; level of theory: ωB97M-V/def2-TZVPD.

Properties
Largest force on an atom: 3.01 eV Å⁻¹
Frontier orbital gap: 0.365 Eh
E_HOMO: -9.6 eV
2S+1: 1
Molecular weight: 857.1 g mol⁻¹
Total charge: 0
Energy above the lowest of the compared OMol25 structures with the same formula, charge and spin: 36.8 kcal per mole

Cartesian coordinates (Å):
C1 7.608 34.606 2.493
C2 7.773 33.311 3.178
C3 8.855 33.282 4.207
O1 6.593 32.922 3.888
H1 6.852 34.578 1.708
H2 8.507 34.803 1.909
H3 7.569 35.489 3.130
H4 7.923 32.536 2.427
H5 9.103 32.315 4.644
H6 8.652 34.031 4.972
H7 9.819 33.523 3.757
H8 6.474 31.969 3.885
C4 2.865 27.884 10.230
C5 3.980 28.766 9.782
C6 4.612 29.541 10.974
O2 4.878 27.850 9.114
H9 3.166 27.021 10.824
H10 2.241 27.648 9.368
H11 2.186 28.360 10.938
H12 3.729 29.525 9.041
H13 4.722 28.891 11.842
H14 4.036 30.392 11.338
H15 5.620 29.838 10.686
H16 4.503 27.498 8.304
C7 10.560 30.003 2.659
C8 11.769 29.867 1.699
C9 12.613 31.107 1.540
O3 12.611 28.876 2.295
H17 10.339 28.991 2.999
H18 9.718 30.540 2.223
H19 10.919 30.595 3.502
H20 11.430 29.472 0.741
H21 13.609 30.942 1.129
H22 12.789 31.540 2.524
H23 12.074 31.763 0.856
H24 12.904 29.242 3.132
C10 6.143 27.268 1.426
C11 7.509 28.002 1.176
C12 8.237 27.581 -0.128
O4 7.315 29.381 1.114
H25 6.153 26.204 1.191
H26 5.316 27.604 0.800
H27 5.799 27.433 2.447
H28 8.164 27.777 2.017
H29 7.570 27.579 -0.990
H30 8.627 26.566 -0.062
H31 9.055 28.256 -0.378
H32 6.831 29.604 1.913
C13 3.875 32.238 8.704
C14 3.698 33.547 9.516
C15 2.664 34.513 8.827
O5 3.398 33.327 10.868
H33 3.007 31.656 9.014
H34 4.831 31.768 8.935
H35 3.892 32.543 7.657
H36 4.631 34.103 9.609
H37 2.538 35.374 9.483
H38 1.723 33.992 8.649
H39 3.190 34.859 7.937
H40 2.747 34.004 11.067
C16 7.447 29.426 5.234
C17 6.004 29.470 4.739
C18 5.127 30.362 5.609
O6 6.058 30.162 3.496
H41 8.139 28.957 4.534
H42 7.462 28.939 6.210
H43 7.773 30.450 5.415
H44 5.505 28.513 4.593
H45 5.063 29.967 6.623
H46 4.115 30.461 5.217
H47 5.450 31.398 5.704
H48 5.162 30.197 3.153
C19 1.406 32.896 5.046
C20 0.379 33.750 4.352
O7 0.746 35.160 4.344
O8 2.559 32.792 4.302
H49 0.956 31.903 5.036
H50 1.727 33.096 6.068
H51 -0.508 33.749 4.986
H52 0.124 33.475 3.329
H53 0.350 35.639 5.076
H54 3.132 33.540 4.481
C21 10.957 29.782 6.912
C22 11.955 30.083 8.026
O9 13.301 30.064 7.476
O10 11.016 28.384 6.513
H55 11.156 30.412 6.046
H56 9.920 29.907 7.227
H57 11.853 29.353 8.830
H58 11.835 31.058 8.497
H59 13.933 30.368 8.131
H60 11.938 28.164 6.362
C23 9.098 27.108 8.875
C24 8.085 26.329 9.634
O11 7.253 27.205 10.366
O12 8.646 27.441 7.549
H61 10.014 26.525 8.785
H62 9.438 27.999 9.403
H63 8.636 25.680 10.314
H64 7.445 25.819 8.914
H65 6.474 27.382 9.834
H66 9.337 28.010 7.201
C25 2.008 27.670 3.247
C26 2.159 29.198 2.954
O13 3.204 29.536 2.043
O14 2.822 27.309 4.385
H67 2.259 27.069 2.373
H68 1.049 27.264 3.568
H69 2.115 29.744 3.897
H70 1.360 29.482 2.270
H71 2.968 30.402 1.704
H72 3.378 26.569 4.129
C27 4.918 25.021 5.187
C28 5.169 26.104 6.241
O15 3.987 26.694 6.711
O16 4.711 25.502 3.921
H73 3.992 24.516 5.463
H74 5.696 24.258 5.172
H75 5.900 26.844 5.916
H76 5.592 25.565 7.089
H77 3.511 26.959 5.921
H78 4.826 24.802 3.274
C29 8.705 26.041 4.382
C30 8.576 24.873 3.362
O17 9.745 24.091 3.359
O18 8.410 25.471 5.665
H79 7.960 26.807 4.166
H80 9.660 26.565 4.355
H81 8.584 25.284 2.352
H82 7.697 24.241 3.482
H83 9.942 23.931 4.285
H84 8.423 26.223 6.262
C31 4.369 33.499 -0.064
C32 4.352 32.877 1.367
O19 3.133 32.253 1.610
O20 5.695 33.719 -0.446
H85 3.747 34.383 -0.210
H86 3.967 32.700 -0.688
H87 4.502 33.636 2.135
H88 5.102 32.086 1.394
H89 2.859 32.523 2.490
H90 6.069 32.864 -0.672
C33 3.899 36.978 5.711
C34 4.866 36.024 4.989
O21 4.439 34.677 4.736
O22 2.667 37.240 5.031
H91 4.339 37.975 5.745
H92 3.771 36.640 6.739
H93 5.801 36.057 5.548
H94 5.179 36.421 4.023
H95 5.194 34.115 4.546
H96 2.193 36.425 4.846